Record 1
Formula: C44H28B3F3O11S
Source: the OMol25 dataset
Level of theory: the ωB97M-V functional and the def2-TZVPD basis

Computed properties:
* SMILES: CS(=O)(=O)B1OBOB(C(F)(F)F)O1.O=C1c2ccccc2C(=O)c2ccccc21.O=C1c2ccccc2C(=O)c2ccccc21.O=C1c2ccccc2C(=O)c2ccccc21
* gap between HOMO and LUMO: 0.28713 hartree
* net charge: 0
* largest force on an atom: 7.62 eV Å⁻¹

Each line ends with the Löwdin charge.
Atoms and positions in Å:
C -2.886 -0.523 2.775  -0.1363
S -3.687 -0.659 1.050  0.8103
O -2.611 -0.474 -0.047  -0.3710
O -4.271 -2.117 0.976  -0.3790
B -5.079 0.604 1.022  -0.4620
O -4.896 2.047 1.411  0.1172
B -5.571 2.095 2.756  -0.1368
O -7.000 1.704 2.779  0.1659
B -7.230 0.487 1.935  -0.1911
C -8.276 -0.694 2.401  -0.1172
F -8.628 -0.476 3.850  0.0042
F -9.554 -0.674 1.649  0.0319
F -7.692 -2.072 2.315  0.0268
O -6.493 0.247 0.644  0.1598
H -3.521 -1.106 3.585  0.1057
H -1.787 -0.912 2.670  0.0947
H -2.824 0.601 3.124  0.0896
H -4.922 2.409 3.686  0.1118
C -4.634 1.475 -1.742  -0.0569
C -5.959 1.649 -2.143  -0.0351
C -6.307 2.732 -2.952  0.0195
C -5.330 3.651 -3.353  -0.0809
C -4.010 3.491 -2.932  -0.0760
C -3.659 2.394 -2.134  0.0380
C -2.980 4.481 -3.307  -0.2769
O -1.820 4.339 -2.941  0.1011
C -3.370 5.649 -4.122  -0.0859
C -2.416 6.625 -4.437  0.0070
C -2.774 7.726 -5.218  -0.0574
C -4.079 7.850 -5.695  -0.0581
C -5.033 6.881 -5.378  0.0065
C -4.679 5.784 -4.582  -0.0863
C -5.704 4.783 -4.223  -0.2770
O -6.852 4.893 -4.637  0.0978
H -4.361 0.627 -1.119  0.0658
H -6.721 0.941 -1.827  0.1129
H -7.342 2.859 -3.265  0.1239
H -2.628 2.254 -1.814  0.1303
H -1.395 6.535 -4.072  0.1218
H -2.033 8.486 -5.457  0.1078
H -4.356 8.704 -6.309  0.1078
H -6.051 6.987 -5.749  0.1217
C 6.148 -1.609 4.063  -0.0501
C 5.265 -0.680 3.514  -0.0552
C 3.888 -0.867 3.641  0.0011
C 3.391 -1.993 4.308  -0.0900
C 4.274 -2.935 4.836  -0.0851
C 5.657 -2.736 4.723  0.0103
C 3.762 -4.151 5.498  -0.2779
O 4.537 -4.977 5.965  0.1000
C 2.303 -4.363 5.582  -0.0842
C 1.804 -5.539 6.156  0.0094
C 0.425 -5.741 6.251  -0.0546
C -0.457 -4.767 5.784  -0.0567
C 0.037 -3.596 5.207  0.0037
C 1.420 -3.399 5.097  -0.0862
C 1.933 -2.173 4.453  -0.2814
O 1.158 -1.319 4.038  0.0803
H 7.222 -1.459 3.973  0.1107
H 5.649 0.192 2.989  0.1109
H 3.204 -0.135 3.214  0.1217
H 6.352 -3.460 5.144  0.1227
H 2.485 -6.303 6.526  0.1227
H 0.040 -6.658 6.692  0.1090
H -1.531 -4.921 5.865  0.1083
H -0.657 -2.843 4.840  0.1118
C 9.075 -1.217 -4.084  -0.0595
C 8.358 -1.004 -5.261  -0.0585
C 6.962 -0.991 -5.236  0.0060
C 6.281 -1.205 -4.031  -0.0859
C 6.998 -1.443 -2.859  -0.0858
C 8.398 -1.438 -2.884  0.0048
C 6.289 -1.720 -1.593  -0.2797
O 6.918 -1.925 -0.562  0.0915
C 4.813 -1.753 -1.589  -0.0865
C 4.130 -2.071 -0.408  0.0055
C 2.733 -2.092 -0.391  -0.0529
C 2.017 -1.787 -1.549  -0.0496
C 2.695 -1.475 -2.728  0.0101
C 4.096 -1.468 -2.750  -0.0862
C 4.805 -1.173 -4.011  -0.2780
O 4.176 -0.909 -5.030  0.0973
H 10.162 -1.218 -4.102  0.1071
H 8.885 -0.844 -6.199  0.1074
H 6.409 -0.818 -6.157  0.1217
H 8.965 -1.609 -1.970  0.1206
H 4.681 -2.307 0.501  0.1147
H 2.205 -2.344 0.525  0.1051
H 0.929 -1.796 -1.534  0.1103
H 2.130 -1.243 -3.629  0.1228

---

Record 2
Formula: C2H3Br2FO
Source: the OMol25 dataset
Level of theory: the ωB97M-V functional and the def2-TZVPD basis

Computed properties:
* energy relative to the best compared isomer or geometry (same formula, charge and spin): 43.6 kcal per mole
* gap between HOMO and LUMO: 0.39335 hartree
* net charge: 0
* largest force on an atom: 3.79 eV Å⁻¹

Each line ends with the Löwdin charge.
Atoms and positions in Å:
C -0.866 0.130 -0.627  -0.6256
C 0.416 0.018 0.227  -0.8916
O 0.164 -0.364 1.410  0.0212
F 1.328 -1.469 -0.453  -0.3162
Br -2.094 1.418 0.097  0.6874
Br 1.793 1.386 0.069  0.7714
H -1.280 -0.911 -0.688  0.0917
H -0.512 0.433 -1.741  0.1272
H 1.050 -0.640 1.705  0.1345

---

Record 3
Formula: C2H6O
Source: the OMol25 dataset
Level of theory: the ωB97M-V functional and the def2-TZVPD basis

Computed properties:
* energy relative to the best compared isomer or geometry (same formula, charge and spin): 22.1 kcal per mole
* SMILES: C=C.O
* gap between HOMO and LUMO: 0.40830 hartree
* net charge: 0
* largest force on an atom: 1.80 eV Å⁻¹

Each line ends with the Löwdin charge.
Atoms and positions in Å:
C 1.046 -0.597 -0.469  -0.0856
C 1.693 -0.157 0.589  -0.0833
H 0.384 0.069 -1.025  0.0417
H 0.986 -1.515 -1.041  0.0472
H 1.511 0.855 0.927  0.0410
H 2.529 -0.611 1.108  0.0431
H -2.102 0.699 0.481  0.0360
H -3.394 0.920 -0.342  0.0214
O -2.652 0.336 -0.228  -0.0616

---

Record 4
Formula: C19H25NO3S
Source: the OMol25 dataset
Level of theory: the ωB97M-V functional and the def2-TZVPD basis

Computed properties:
* energy relative to the best compared isomer or geometry (same formula, charge and spin): 0.0 kcal per mole
* SMILES: O=C(COC(=O)Cc1ccsc1)NC[C@]12C[C@H]3C[C@H](C[C@H](C3)C1)C2
* gap between HOMO and LUMO: 0.36048 hartree
* net charge: 0
* largest force on an atom: 0.73 eV Å⁻¹

Each line ends with the Löwdin charge.
Atoms and positions in Å:
O -0.705 -1.488 3.679  0.0720
C 0.252 -1.289 2.964  -0.4714
N 0.425 -1.817 1.742  0.0854
H 1.231 -1.534 1.199  0.1122
C -0.622 -2.518 1.038  -0.1100
H -1.421 -2.698 1.762  0.1298
H -0.233 -3.482 0.693  0.1327
C -1.167 -1.722 -0.163  -0.4139
C -2.340 -2.494 -0.776  -0.0955
C -2.908 -1.725 -1.968  -0.2916
C -3.397 -0.354 -1.505  -0.1188
C -2.227 0.423 -0.904  -0.2861
C -1.136 0.601 -1.959  -0.1153
C -0.653 -0.771 -2.424  -0.2871
C -1.821 -1.549 -3.027  -0.1200
H -1.477 -2.525 -3.375  0.1197
H -2.223 -1.009 -3.887  0.1195
C -0.082 -1.538 -1.231  -0.0878
H 0.282 -2.514 -1.559  0.1297
H 0.765 -0.981 -0.824  0.1074
H 0.131 -0.645 -3.179  0.1410
H -1.526 1.168 -2.807  0.1209
H -0.297 1.162 -1.539  0.1061
C -1.663 -0.346 0.290  -0.0792
H -2.431 -0.466 1.057  0.1362
H -0.840 0.220 0.733  0.1125
H -2.576 1.407 -0.568  0.1409
H -4.186 -0.472 -0.760  0.1207
H -3.814 0.198 -2.351  0.1196
H -3.746 -2.287 -2.394  0.1398
H -2.002 -3.482 -1.099  0.1272
H -3.118 -2.637 -0.023  0.1285
C 1.422 -0.383 3.400  -0.0440
H 1.364 -0.216 4.476  0.1366
H 2.381 -0.833 3.124  0.1348
O 1.307 0.913 2.808  0.0309
C 1.711 1.082 1.553  -0.4822
O 2.185 0.210 0.866  0.0974
C 1.508 2.514 1.103  -0.0316
C 2.816 3.065 0.619  -0.3420
C 3.211 3.087 -0.681  -0.3667
S 4.787 3.741 -0.873  0.9919
C 4.925 3.984 0.824  -0.4094
C 3.815 3.580 1.487  -0.1427
H 3.696 3.644 2.554  0.1141
H 5.823 4.411 1.224  0.0606
H 2.668 2.756 -1.544  0.0734
H 0.783 2.512 0.287  0.1226
H 1.118 3.096 1.938  0.1312

---

Record 5
Formula: C18H42NO2P2V
Source: the OMol25 dataset
Level of theory: the ωB97M-V functional and the def2-TZVPD basis

Computed properties:
* multiplicity: 4
* gap between HOMO and LUMO (spin up / spin down): 0.27419 / 0.29284 hartree
* net charge: +1
* largest force on an atom: 7.74 eV Å⁻¹
* <S²>: 3.777

Each line ends with the Löwdin spin population.
Atoms and positions in Å:
V 0.796 0.229 -0.345  2.3307
P 0.127 -1.907 -1.236  0.0352
P 0.285 2.347 0.591  0.0421
N 1.874 0.788 -1.745  0.0045
C 1.139 -1.448 -2.722  0.0203
H 1.853 -2.258 -2.882  0.0011
H 0.440 -1.538 -3.564  0.0012
C 1.846 -0.103 -2.915  0.0186
H 2.800 -0.335 -3.496  0.0013
H 1.216 0.479 -3.620  0.0012
C 1.479 2.201 -1.988  0.0247
H 0.428 2.024 -2.354  0.0062
H 2.095 2.767 -2.738  0.0024
C 1.463 3.068 -0.730  0.0213
H 1.198 4.119 -0.963  0.0027
H 2.458 3.139 -0.242  0.0010
C 1.044 3.008 2.149  0.0051
C 2.007 1.986 2.756  0.0086
H 2.780 1.666 2.052  0.0026
H 1.488 1.082 3.107  0.0020
H 2.514 2.444 3.615  0.0004
C -1.330 3.215 0.321  0.0036
C -2.455 2.739 1.254  0.0006
H -3.419 2.870 0.743  0.0002
H -2.491 3.335 2.173  0.0000
H -2.366 1.678 1.529  0.0002
C -1.571 -2.574 -1.723  0.0010
C -2.308 -3.347 -0.613  0.0002
H -3.366 -3.435 -0.909  0.0002
H -2.275 -2.822 0.355  -0.0001
H -1.909 -4.368 -0.503  0.0000
C 1.084 -3.344 -0.520  0.0110
C 0.626 -3.769 0.883  0.0013
H 1.389 -4.460 1.280  0.0001
H -0.331 -4.312 0.857  0.0001
H 0.526 -2.915 1.572  0.0010
C 2.157 -0.457 0.669  0.2068
O 3.309 -0.725 0.784  0.2192
C -1.170 4.748 0.290  0.0003
H -0.178 5.108 0.588  0.0000
H -1.342 5.119 -0.729  -0.0001
H -1.892 5.237 0.955  0.0002
C -1.557 -3.355 -3.050  -0.0009
H -2.446 -4.001 -3.102  -0.0002
H -1.591 -2.673 -3.912  0.0001
H -0.668 -3.990 -3.157  0.0000
C 1.125 -4.532 -1.485  0.0019
H 1.800 -5.291 -1.065  0.0004
H 0.134 -4.995 -1.608  0.0000
H 1.515 -4.250 -2.472  0.0002
C 0.038 3.476 3.198  0.0006
H -0.636 2.670 3.511  0.0001
H 0.573 3.805 4.098  0.0003
H -0.580 4.310 2.854  0.0000
H 1.636 3.887 1.823  0.0003
H 2.097 -2.906 -0.434  0.0011
H -1.595 2.878 -0.695  0.0009
H -2.157 -1.665 -1.898  0.0002
H -2.741 0.116 -1.344  0.0047
H -2.909 0.078 -2.104  0.0024
C -0.442 -0.830 3.422  0.0012
O -0.846 -0.726 2.052  0.0068
H 0.597 -1.189 3.433  0.0007
H -1.061 -1.534 4.005  0.0000
H -0.482 0.157 3.909  0.0000
H -1.821 -0.719 2.038  0.0005

---

Record 6
Formula: C3H6S2
Source: the OMol25 dataset
Level of theory: the ωB97M-V functional and the def2-TZVPD basis

Computed properties:
* energy relative to the best compared isomer or geometry (same formula, charge and spin): 91.5 kcal per mole
* SMILES: S[C@@H]1C[C@@H]1S
* gap between HOMO and LUMO: 0.33399 hartree
* net charge: 0
* largest force on an atom: 5.29 eV Å⁻¹

Each line ends with the Löwdin charge.
Atoms and positions in Å:
C -0.806 0.544 -0.417  -0.8979
C -0.236 1.564 0.475  -0.1872
C 0.726 0.563 -0.336  -0.7529
H -0.906 -1.557 -0.866  0.0501
H -1.379 1.077 -1.181  0.0774
H -0.413 1.316 1.695  0.1666
H -0.120 2.573 0.073  0.0867
H 1.089 1.343 -1.182  0.1345
H 1.627 -1.246 1.332  -0.0180
S -1.901 -0.692 0.097  0.6820
S 2.026 -0.529 0.015  0.6586